## P
C4H15N2O | ωB97M-V/def2-TZVPD

Calculated values
highest occupied orbital energy: -13.6446 eV
gap between HOMO and LUMO: 10.811 eV
net charge: +1
spin multiplicity: 1

Last column: natural (NBO) charge in e.
Geometry (Å):
C: -1.967 -1.713 1.171  -0.6268
C: -0.939 -0.686 0.744  -0.0485
C: -0.750 -0.720 -0.781  -0.4289
C: 0.109 0.391 -1.404  -0.2197
N: 1.516 0.454 -0.846  -0.7458
N: 0.389 -0.988 1.366  -0.8766
H: -2.933 -1.313 0.834  0.2277
H: -2.016 -1.809 2.247  0.2285
H: -1.785 -2.682 0.752  0.2166
H: -1.189 0.335 1.048  0.1968
H: -1.711 -0.759 -1.301  0.2482
H: -0.297 -1.670 -1.039  0.2114
H: 0.177 0.185 -2.452  0.2248
H: -0.340 1.372 -1.268  0.2223
H: 2.205 0.183 -1.545  0.4310
H: 1.490 -0.196 0.028  0.4739
H: 1.709 1.400 -0.495  0.4677
H: 0.460 -2.001 1.439  0.3790
H: 0.536 -0.608 2.290  0.3903
H: 1.359 3.759 0.401  0.5022
H: 2.186 3.841 -0.917  0.5044
O: 1.793 3.227 -0.273  -0.9787

## Q
C4H15N2O | ωB97M-V/def2-TZVPD

Calculated values
highest occupied orbital energy: -13.9250 eV
gap between HOMO and LUMO: 10.784 eV
net charge: +1
spin multiplicity: 1

Last column: natural (NBO) charge in e.
Geometry (Å):
N: -0.917 3.116 1.169  -0.8122
C: 0.398 2.605 1.267  0.0622
O: 0.550 1.149 1.588  -0.7884
H: -1.489 2.773 0.417  0.3618
H: -1.405 3.010 2.047  0.3743
H: 0.925 2.690 0.318  0.1802
H: 0.952 3.130 2.038  0.1979
H: 0.447 1.083 2.550  0.5027
C: -0.780 -2.321 -1.595  -0.6316
C: -0.082 -1.553 -0.491  -0.0460
C: 1.443 -1.655 -0.518  -0.6319
N: -0.482 -0.110 -0.527  -0.7080
H: -1.865 -2.249 -1.492  0.2218
H: -0.520 -1.958 -2.590  0.2231
H: -0.512 -3.370 -1.503  0.2518
H: -0.367 -1.955 0.482  0.2199
H: 1.875 -1.206 -1.418  0.2181
H: 1.719 -2.706 -0.571  0.2483
H: 1.871 -1.179 0.362  0.2335
H: -1.490 -0.050 -0.443  0.4233
H: -0.052 0.413 0.310  0.4752
H: -0.219 0.344 -1.399  0.4240

The energy of each structure relative to the most stable one, in kJ/mol, is as follows: P 0.0; Q 55.1.

## P
C4H15N2O | ωB97M-V/def2-TZVPD

Calculated values
highest occupied orbital energy: -12.4927 eV
gap between HOMO and LUMO: 9.418 eV
net charge: +1
spin multiplicity: 1

Last column: natural (NBO) charge in e.
Geometry (Å):
C: 1.895 -0.142 -0.661  -0.2316
N: 2.376 1.244 -0.918  -0.8958
C: 0.356 -0.136 -0.200  -0.0268
N: -0.253 -1.434 -0.823  -0.5228
C: -1.770 -1.321 -0.608  -0.4384
C: 0.126 0.015 1.317  -0.6208
H: 2.441 -0.561 0.245  0.1932
H: 2.043 -0.730 -1.554  0.2042
H: 2.545 1.898 -0.170  0.3919
H: 2.944 1.448 -1.810  0.4073
H: -0.112 0.708 -0.835  0.2250
H: 0.232 -2.310 -0.464  0.4436
H: -0.211 -1.336 -1.776  0.4188
H: -2.069 -0.213 -0.875  0.2665
H: -1.877 -1.476 0.484  0.2345
H: -2.110 -2.322 -1.101  0.2503
H: 0.790 0.698 1.709  0.2443
H: 0.299 -1.017 1.512  0.1908
H: -0.859 0.204 1.572  0.2581
H: -2.741 2.243 1.086  0.4740
H: -2.002 2.653 2.229  0.4841
O: -2.045 1.890 1.640  -0.9504

## Q
C4H15N2O | ωB97M-V/def2-TZVPD

Calculated values
highest occupied orbital energy: -14.1886 eV
gap between HOMO and LUMO: 10.230 eV
net charge: +1
spin multiplicity: 1

Last column: natural (NBO) charge in e.
Geometry (Å):
N: -1.101 -2.212 0.611  -0.7577
C: -0.720 -1.844 -0.806  -0.2605
C: 0.566 -1.027 -0.869  -0.2564
N: 0.451 0.329 -0.214  -0.6773
C: 0.476 1.471 -1.217  -0.2118
C: 0.466 2.636 -0.264  -0.6310
H: -2.064 -2.042 0.553  0.4162
H: -0.857 -3.204 0.781  0.4451
H: -0.534 -0.898 1.220  0.4946
H: -1.482 -1.138 -1.151  0.2131
H: -0.738 -2.730 -1.550  0.2468
H: 1.342 -1.615 -0.355  0.2153
H: 0.888 -0.785 -1.938  0.2277
H: 1.333 0.455 0.395  0.4059
H: 1.314 1.275 -1.977  0.2072
H: -0.424 1.486 -1.752  0.1984
H: 1.506 2.788 0.098  0.2177
H: 0.008 2.477 0.674  0.2114
H: 0.175 3.595 -0.756  0.2438
H: -0.143 1.205 2.859  0.5151
H: -0.403 0.678 1.357  0.4978
O: -0.013 0.527 2.212  -0.9615

The energy of each structure relative to the most stable one, in kJ/mol, is as follows: P 0.0; Q 147.0.

## P
C4H15N2O | ωB97M-V/def2-TZVPD

Calculated values
highest occupied orbital energy: -13.3967 eV
gap between HOMO and LUMO: 3.738 eV
net charge: +1
spin multiplicity: 1

Last column: natural (NBO) charge in e.
Geometry (Å):
C: -2.749 -0.485 1.057  -0.2762
N: -1.973 0.684 0.751  -0.5196
C: -3.527 -0.803 -0.213  -0.6057
N: 2.329 -0.195 0.910  -0.4914
C: 3.270 0.302 -0.112  -0.2518
C: 2.628 1.388 -0.943  -0.6364
H: -3.548 -0.369 1.792  0.2352
H: -2.179 -1.387 1.325  0.2515
H: -1.776 1.281 1.551  0.3950
H: -1.161 0.381 0.215  0.4057
H: -2.824 -1.024 -1.120  0.2076
H: -4.136 0.036 -0.537  0.2371
H: -4.058 -1.745 -0.151  0.2434
H: 1.480 -0.566 0.423  0.4067
H: 4.258 0.470 0.322  0.2536
H: 3.368 -0.559 -0.757  0.2598
H: 3.226 1.641 -1.823  0.2436
H: 2.449 2.334 -0.437  0.2470
H: 1.684 0.936 -1.304  0.2482
H: 2.822 -0.970 1.346  0.3800
H: 0.190 -0.906 -1.575  0.4749
O: 0.228 -0.444 -0.719  -0.7082

## Q
C4H15N2O | ωB97M-V/def2-TZVPD

Calculated values
highest occupied orbital energy: -14.5060 eV
gap between HOMO and LUMO: 11.860 eV
net charge: +1
spin multiplicity: 1

Last column: natural (NBO) charge in e.
Geometry (Å):
C: -1.462 1.592 0.616  -0.2302
C: -0.610 1.647 -0.709  -0.4474
C: 0.087 0.316 -1.230  -0.4565
C: 1.411 0.178 -0.420  -0.2179
N: 1.106 -0.543 0.876  -0.7474
N: -1.374 0.236 1.262  -0.7970
H: -1.127 2.383 1.521  0.2154
H: -2.460 1.982 0.467  0.2256
H: 0.074 2.494 -0.682  0.2407
H: -1.303 1.968 -1.550  0.2458
H: -0.268 -0.670 -1.268  0.2293
H: 0.478 0.410 -2.254  0.2554
H: 1.941 1.083 -0.365  0.2243
H: 2.282 -0.521 -0.817  0.2009
H: 0.643 -1.392 0.802  0.4186
H: 1.756 -0.573 1.491  0.3925
H: -0.033 -0.011 1.148  0.4335
H: -1.768 -0.526 0.727  0.3934
H: -1.956 0.299 2.058  0.4135
H: 0.718 -4.149 -0.308  0.4907
H: 1.230 -2.980 -0.987  0.4649
O: 0.634 -3.224 -0.380  -0.9482

The energy of each structure relative to the most stable one, in kJ/mol, is as follows: P 547.7; Q 0.0.

## P
C4H15N2O | ωB97M-V/def2-TZVPD

Calculated values
highest occupied orbital energy: -13.7867 eV
gap between HOMO and LUMO: 10.917 eV
net charge: +1
spin multiplicity: 1

Last column: natural (NBO) charge in e.
Geometry (Å):
C: 0.436 -1.256 1.898  -0.2453
C: 0.738 -1.663 0.431  -0.4594
C: 0.893 -0.491 -0.520  -0.4484
C: -0.294 -0.194 -1.346  -0.2228
N: -1.445 0.542 -0.668  -0.7219
N: -0.014 0.119 2.116  -0.8599
H: -0.230 -2.179 2.430  0.2158
H: 1.331 -1.375 2.550  0.2087
H: -0.056 -2.424 0.148  0.2201
H: 1.655 -2.350 0.299  0.2547
H: 1.144 0.562 -0.057  0.2221
H: 1.684 -0.481 -1.251  0.2540
H: -0.821 -1.049 -1.819  0.2184
H: 0.041 0.419 -2.265  0.2569
H: -1.582 1.469 -0.807  0.4631
H: -2.064 -0.123 -0.366  0.4340
H: -1.190 0.598 0.380  0.4532
H: 0.701 0.722 2.527  0.3843
H: -0.662 0.155 2.735  0.3623
H: 0.513 3.041 -1.572  0.4943
H: -0.387 3.209 -2.866  0.5074
O: -0.391 2.751 -1.974  -0.9915

## Q
C4H15N2O | ωB97M-V/def2-TZVPD

Calculated values
highest occupied orbital energy: -13.3669 eV
gap between HOMO and LUMO: 10.369 eV
net charge: +1
spin multiplicity: 1

Last column: natural (NBO) charge in e.
Geometry (Å):
C: 1.597 1.090 -1.735  -0.6365
C: 0.450 0.489 -0.891  -0.0608
C: 0.613 0.579 0.633  -0.4522
C: -0.660 0.427 1.481  -0.2002
N: -1.583 -0.709 0.736  -0.7661
N: -0.871 1.094 -1.154  -0.8895
H: 1.309 1.931 -2.411  0.2365
H: 2.398 1.579 -0.996  0.2206
H: 1.999 0.209 -2.309  0.2381
H: 0.226 -0.483 -1.321  0.1913
H: 1.319 -0.048 1.048  0.2144
H: 1.076 1.633 0.686  0.2541
H: -1.318 1.331 1.499  0.2277
H: -0.426 0.090 2.533  0.2429
H: -2.391 -0.882 1.223  0.4264
H: -2.017 -0.345 -0.215  0.4720
H: -0.833 -1.390 0.419  0.4834
H: -1.155 1.868 -0.561  0.3638
H: -0.848 1.427 -2.156  0.3926
H: 0.974 -2.033 1.535  0.4955
H: 0.810 -3.346 0.617  0.5173
O: 0.507 -2.468 0.801  -0.9714

The energy of each structure relative to the most stable one, in kJ/mol, is as follows: P 103.3; Q 0.0.

## P
C6H6N2O | ωB97M-V/def2-TZVPD

Calculated values
highest occupied orbital energy: -8.0180 eV
gap between HOMO and LUMO: 8.657 eV
net charge: 0
spin multiplicity: 1

Last column: natural (NBO) charge in e.
Geometry (Å):
C: -0.375 -2.254 -0.047  -0.2695
O: 0.821 -1.548 0.160  -0.4817
C: 0.653 -0.202 0.216  0.5489
N: 1.680 0.634 0.164  -0.5073
C: 1.278 1.941 -0.020  -0.1206
C: -0.067 2.002 -0.017  -0.2211
C: -0.638 0.723 0.195  -0.3537
C: -2.025 0.403 0.076  0.2722
N: -3.110 -0.020 0.046  -0.3513
H: -1.380 -1.700 -0.003  0.2298
H: -0.410 -3.169 0.641  0.1939
H: -0.199 -2.582 -1.014  0.1865
H: 2.543 0.208 -0.040  0.4212
H: 1.958 2.662 -0.211  0.2119
H: -0.728 2.903 -0.147  0.2409

## Q
C6H6N2O | ωB97M-V/def2-TZVPD

Calculated values
highest occupied orbital energy: -8.8008 eV
gap between HOMO and LUMO: 8.513 eV
net charge: 0
spin multiplicity: 1

Last column: natural (NBO) charge in e.
Geometry (Å):
C: 0.985 -1.480 -1.458  0.2186
C: -1.423 1.178 0.492  -0.3044
C: -1.044 0.211 1.360  -0.1297
C: -0.792 1.384 -0.807  0.1441
C: -0.244 -0.845 0.889  -0.4774
C: 0.921 -0.246 -0.671  0.3620
N: 0.925 -2.493 -1.986  -0.2817
N: 0.265 0.826 -1.227  -0.4448
O: 2.099 0.147 -0.023  -0.6700
H: -2.115 1.932 0.793  0.2189
H: -1.184 0.221 2.411  0.2150
H: -1.007 2.257 -1.377  0.1957
H: 0.584 -1.085 1.618  0.2225
H: -0.780 -1.816 0.563  0.2476
H: 2.810 -0.191 -0.576  0.4837

## R
C6H6N2O | ωB97M-V/def2-TZVPD

Calculated values
highest occupied orbital energy: -9.4911 eV
gap between HOMO and LUMO: 9.263 eV
net charge: 0
spin multiplicity: 1

Last column: natural (NBO) charge in e.
Geometry (Å):
O: -3.256 -0.846 0.026  -0.5035
C: -2.234 -0.104 0.430  0.4255
C: -1.079 0.315 -0.472  -0.3598
C: -0.281 1.567 -0.099  -0.1717
N: 0.911 0.633 0.051  -0.1392
N: 2.237 0.527 0.212  -0.2689
C: 2.349 -0.806 0.049  -0.0508
C: 1.148 -1.471 -0.059  -0.3510
C: 0.221 -0.425 -0.251  0.1536
H: -1.883 0.069 1.454  0.1283
H: -1.519 0.198 -1.494  0.2525
H: -0.606 1.810 0.978  0.2009
H: -0.222 2.404 -0.732  0.2274
H: 3.337 -1.356 0.254  0.2185
H: 0.880 -2.516 -0.346  0.2382

The energy of each structure relative to the most stable one, in kJ/mol, is as follows: P 0.0; Q 123.1; R 159.4.

## P
C6H14N5 | ωB97M-V/def2-TZVPD

Calculated values
highest occupied orbital energy: -11.1024 eV
gap between HOMO and LUMO: 7.872 eV
net charge: +1
spin multiplicity: 1

Last column: natural (NBO) charge in e.
Geometry (Å):
C: 1.030 0.606 1.122  0.5172
C: 1.560 1.113 -1.146  -0.0274
C: -0.010 -0.087 3.015  -0.0444
C: 0.129 -0.442 0.754  -0.0891
C: 0.127 -0.825 -0.567  0.3937
C: -0.437 -2.118 -1.102  -0.6627
N: 1.786 1.309 0.289  -0.5369
N: 1.138 -0.237 -1.321  -0.6073
N: -0.643 -0.811 1.880  -0.5882
N: 0.910 0.924 2.430  -0.5653
N: -1.539 1.011 -1.431  -1.0794
H: 0.919 2.008 -1.656  0.1839
H: 2.530 1.297 -1.692  0.2231
H: -0.813 0.525 3.535  0.1977
H: 0.498 -0.715 3.788  0.2035
H: -1.640 1.989 -1.639  0.3690
H: -1.333 -2.340 -0.599  0.2483
H: 0.342 -2.848 -1.146  0.2529
H: -0.539 -1.852 -2.099  0.2212
H: 2.180 2.152 0.618  0.4172
H: 1.317 -0.727 -2.162  0.4094
H: -0.638 -1.799 2.144  0.3923
H: 1.035 1.837 2.858  0.4346
H: -1.796 0.446 -2.320  0.3718
H: -2.328 1.017 -0.868  0.3647

## Q
C6H14N5 | ωB97M-V/def2-TZVPD

Calculated values
highest occupied orbital energy: -11.6294 eV
gap between HOMO and LUMO: 8.923 eV
net charge: +1
spin multiplicity: 1

Last column: natural (NBO) charge in e.
Geometry (Å):
C: 0.739 3.233 0.400  -0.4096
C: 1.347 1.177 -0.947  0.6834
N: 1.724 2.273 -0.279  -0.5710
N: 2.275 0.310 -1.346  -0.7542
N: 0.112 0.937 -1.432  -0.7812
H: 2.550 2.310 0.291  0.4230
H: 3.254 0.447 -1.176  0.4202
H: 2.032 -0.492 -1.910  0.4340
H: -0.635 1.601 -1.324  0.4202
H: -0.133 -0.046 -1.550  0.4520
H: -0.248 2.749 0.339  0.2057
H: 0.768 4.214 -0.071  0.2338
H: 1.023 3.317 1.458  0.2259
C: -2.417 -2.514 -0.677  -0.6546
C: 0.512 -1.529 1.060  0.1555
C: -1.458 -1.771 0.171  0.1072
C: -1.662 -1.321 1.497  -0.1298
N: -0.110 -1.726 -0.108  -0.5394
N: -0.392 -1.131 1.961  -0.5001
H: 1.573 -1.513 1.276  0.2065
H: -0.184 -0.911 2.920  0.4230
H: -2.619 -1.424 2.057  0.2451
H: -1.987 -2.670 -1.661  0.2336
H: -3.425 -2.057 -0.767  0.2309
H: -2.641 -3.464 -0.183  0.2396

The energy of each structure relative to the most stable one, in kJ/mol, is as follows: P 160.6; Q 0.0.